# C22H29N4O4

4 unconnected molecules or ions with the total composition C22H29N4O4 (wB97M-V/def2-TZVPD, the OMol25 dataset).

```
59
Properties=species:S:1:pos:R:3
N 2.119 1.067 2.255
C 2.663 -0.092 1.472
C 1.876 -0.282 0.106
C 0.387 0.137 0.143
C -0.587 -0.702 1.039
C -0.010 -1.857 1.922
O -0.816 -3.048 1.697
O 1.990 -1.586 -0.451
C 3.345 -2.053 -0.530
C 3.538 -3.196 0.532
O 4.160 -3.032 1.600
O 3.022 -4.336 0.237
H 1.538 0.722 3.025
H 2.887 1.539 2.741
H 2.685 -1.008 2.102
H 3.732 0.162 1.259
H 2.394 0.419 -0.620
H 0.342 1.213 0.447
H 0.001 0.115 -0.912
H -1.394 -1.128 0.389
H -1.130 0.011 1.719
H -0.144 -1.614 3.001
H 1.038 -2.168 1.740
H -0.460 -3.507 0.915
H 3.448 -2.546 -1.534
H 4.121 -1.253 -0.495
N 1.118 4.382 -0.455
C 1.422 3.887 0.751
C 1.126 4.526 1.945
C 0.483 5.750 1.892
C 0.159 6.287 0.656
C 0.494 5.567 -0.479
H 1.927 2.929 0.744
H 1.394 4.074 2.891
H 0.236 6.282 2.804
H -0.344 7.242 0.574
H 0.255 5.946 -1.468
N -0.921 3.735 -4.037
C 0.032 3.476 -3.132
C 0.962 2.457 -3.263
C 0.903 1.656 -4.391
C -0.076 1.904 -5.341
C -0.957 2.950 -5.118
H 0.038 4.124 -2.266
H 1.712 2.296 -2.500
H 1.612 0.848 -4.529
H -0.154 1.299 -6.235
H -1.738 3.184 -5.835
N -6.034 -4.660 0.711
C -5.803 -5.940 1.019
C -4.572 -6.424 1.432
C -3.514 -5.533 1.528
C -3.727 -4.201 1.212
C -4.999 -3.819 0.813
H -6.659 -6.600 0.926
H -4.444 -7.472 1.672
H -2.535 -5.871 1.846
H -2.925 -3.477 1.275
H -5.215 -2.786 0.558
```

Summary:
* HOMO: -4.3 eV
* total charge: -1



# C22H29N5O3

A single C22H29N5O3 molecule (wB97M-V/def2-TZVPD, the OMol25 dataset).

```
59
Properties=species:S:1:pos:R:3
C -5.400 -1.216 1.335
C -6.365 -0.223 0.683
C -7.365 0.311 1.705
O -5.714 0.911 0.137
C -4.929 0.701 -1.015
C -3.426 0.696 -0.720
C -2.615 0.521 -2.005
N -1.198 0.515 -1.751
C -0.449 -0.606 -1.793
O -0.889 -1.714 -2.104
C 0.947 -0.399 -1.440
C 1.901 -1.417 -1.438
N 1.699 -2.676 -1.844
N 3.117 -0.936 -1.013
C 4.348 -1.673 -0.913
C 4.424 -2.535 0.361
C 4.150 -1.730 1.642
C 2.712 -2.111 1.992
C 2.641 -3.541 1.465
O 3.439 -3.564 0.294
C 2.972 0.393 -0.718
N 3.886 1.197 -0.261
C 3.455 2.472 -0.054
C 4.368 3.424 0.432
C 3.968 4.713 0.654
C 2.644 5.102 0.403
C 1.731 4.199 -0.068
C 2.107 2.864 -0.310
N 1.174 1.997 -0.775
C 1.602 0.772 -0.983
H -4.749 -1.674 0.594
H -4.789 -0.703 2.074
H -5.964 -2.003 1.827
H -6.913 -0.742 -0.124
H -6.831 0.809 2.510
H -7.957 -0.502 2.115
H -8.025 1.032 1.232
H -5.152 1.533 -1.695
H -5.218 -0.233 -1.514
H -3.180 -0.113 -0.031
H -3.161 1.639 -0.238
H -2.854 1.325 -2.709
H -2.853 -0.440 -2.469
H -0.748 1.362 -1.426
H 2.300 -3.405 -1.486
H 0.716 -2.865 -2.034
H 5.160 -0.943 -0.898
H 4.452 -2.320 -1.789
H 5.417 -3.004 0.384
H 4.828 -2.047 2.435
H 4.278 -0.663 1.476
H 2.002 -1.475 1.461
H 2.505 -2.053 3.058
H 3.053 -4.246 2.202
H 1.634 -3.860 1.193
H 5.382 3.103 0.617
H 4.674 5.443 1.025
H 2.350 6.125 0.584
H 0.708 4.480 -0.267
```

Summary:
* HOMO: -7.7 eV
* total charge: 0



# C22H30AlF2IN3O3

A molecular structure, C22H30AlF2IN3O3 (wB97M-V/def2-TZVPD, the OMol25 dataset).

```
62
Properties=species:S:1:pos:R:3
Al -0.244 0.039 -0.236
N 0.885 1.960 0.033
C 2.324 1.714 0.204
C 2.436 0.637 1.271
N 1.607 -0.540 0.906
C 2.359 -1.623 0.216
C 2.063 -1.589 -1.276
N 0.603 -1.485 -1.387
H 0.688 2.598 -0.731
H 0.518 2.403 0.871
H 2.882 2.601 0.501
H 2.737 1.362 -0.744
H 2.063 1.036 2.215
H 3.475 0.346 1.424
H 1.216 -0.920 1.761
H 2.030 -2.580 0.623
H 3.428 -1.536 0.401
H 2.470 -2.471 -1.768
H 2.509 -0.709 -1.742
H 0.149 -2.341 -1.073
H 0.277 -1.344 -2.341
I -2.562 1.420 8.275
C -2.364 1.089 6.232
C -3.482 0.762 5.476
C -3.346 0.531 4.118
C -2.097 0.643 3.516
C -0.982 0.980 4.281
C -1.109 1.198 5.641
C -1.948 0.385 2.076
O -2.972 -0.131 1.504
O -0.870 0.670 1.483
H -4.455 0.684 5.943
H -4.209 0.265 3.522
H -0.015 1.074 3.803
H -0.244 1.453 6.237
C -6.909 -4.865 -0.183
C -5.851 -3.796 -0.133
C -5.986 -2.619 -0.851
C -5.033 -1.606 -0.788
C -5.246 -0.353 -1.612
C -3.903 -1.794 0.014
C -2.878 -0.705 0.064
O -1.622 -1.100 -0.187
C -3.737 -2.980 0.742
C -2.522 -3.262 1.599
C -4.716 -3.958 0.656
H -7.606 -4.697 -1.003
H -7.483 -4.878 0.747
H -6.465 -5.854 -0.305
H -6.859 -2.477 -1.480
H -6.179 -0.427 -2.167
H -4.439 -0.207 -2.334
H -5.303 0.545 -0.994
H -3.180 0.150 -0.539
H -2.245 -2.416 2.229
H -1.660 -3.500 0.973
H -2.715 -4.114 2.249
H -4.590 -4.877 1.222
F -1.674 2.034 -1.531
C -0.778 1.018 -1.949
F -1.516 0.192 -2.793
H -0.087 1.538 -2.623
```

Summary:
* HOMO: -11.0 eV
* total charge: +1



# C22H30BrClNO7P

2 unconnected molecules or ions with the total composition C22H30BrClNO7P (wB97M-V/def2-TZVPD, the OMol25 dataset).

```
63
Properties=species:S:1:pos:R:3
C 2.885 -5.248 1.065
C 3.654 -3.933 0.684
C 3.064 -2.751 1.491
C 3.073 -1.357 0.777
C 4.285 -1.250 -0.168
C 1.757 -1.070 0.047
C 1.085 -2.165 -0.448
C -0.075 -1.981 -1.137
C -0.548 -0.678 -1.305
C 0.062 0.444 -0.802
C -0.513 1.830 -1.026
C -2.003 2.025 -0.603
C -2.502 1.074 0.508
C -3.401 1.890 1.482
O -4.538 1.158 1.971
C -4.220 -0.072 2.439
O -3.285 -0.310 3.156
C 1.260 0.233 -0.102
P 2.045 1.784 0.544
O 3.656 1.518 0.805
Cl 1.187 1.992 2.458
C -1.805 -0.844 -2.137
O -2.697 -0.093 -2.416
N -1.813 -2.187 -2.675
C -1.139 -2.269 -3.999
C -1.766 -3.436 -4.775
O -1.464 -4.573 -4.606
Br -3.138 -2.987 -6.098
C -1.004 -2.988 -1.786
O -1.091 -4.170 -1.598
H 3.432 -5.855 1.788
H 1.899 -5.012 1.477
H 2.681 -5.803 0.144
H 3.540 -3.834 -0.397
H 4.715 -4.060 0.907
H 2.057 -2.936 1.871
H 3.706 -2.627 2.374
H 3.114 -0.621 1.585
H 4.465 -0.237 -0.525
H 5.178 -1.708 0.264
H 4.052 -1.843 -1.062
H 1.476 -3.168 -0.326
H -0.414 2.033 -2.102
H 0.064 2.615 -0.537
H -2.616 2.022 -1.500
H -2.061 3.043 -0.197
H -3.134 0.312 0.039
H -1.706 0.646 1.119
H -2.773 2.124 2.356
H -3.734 2.836 1.056
H -4.887 -0.875 2.082
H 3.786 1.467 1.764
H -0.061 -2.458 -3.896
H -1.282 -1.309 -4.499
C -0.833 6.718 2.093
C -1.907 6.202 1.154
O -1.645 4.851 0.773
H 0.147 6.661 1.617
H -1.026 7.753 2.378
H -0.787 6.109 2.999
H -1.937 6.796 0.243
H -2.892 6.251 1.631
H -1.628 4.321 1.578
```

Summary:
* HOMO: -9.1 eV
* total charge: 0



# C22H30BrIN3O4PRhS3

A molecular structure, C22H30BrIN3O4PRhS3 (wB97M-V/def2-TZVPD, the OMol25 dataset).

```
66
Properties=species:S:1:pos:R:3
Rh 0.054 0.999 0.157
C -4.309 1.990 -2.903
S -3.473 0.399 -3.216
C -2.176 0.514 -2.023
S -1.195 1.928 -2.009
N -2.044 -0.528 -1.274
N -1.130 -0.595 -0.346
C -0.986 -1.736 0.334
C -0.025 -1.879 1.334
C 0.177 -3.109 2.018
C 1.185 -3.216 2.933
C 1.992 -2.097 3.204
C 1.720 -0.920 2.527
N 0.756 -0.798 1.638
H -5.067 2.103 -3.670
H -3.567 2.779 -2.961
H -4.764 1.966 -1.916
H -1.637 -2.561 0.067
H -0.480 -3.936 1.786
H 1.367 -4.151 3.445
H 2.799 -2.145 3.917
H 2.301 -0.026 2.723
S -1.442 1.829 1.484
Br 3.961 5.433 1.347
C 3.028 5.417 -0.299
C 3.275 6.414 -1.228
C 2.603 6.386 -2.439
C 1.669 5.395 -2.698
C 1.415 4.411 -1.759
C 2.117 4.407 -0.567
I 1.880 2.804 0.801
H 3.999 7.184 -1.007
H 2.821 7.135 -3.186
H 1.151 5.383 -3.644
H 0.707 3.624 -1.964
C 2.220 -0.323 -5.472
C 1.200 0.607 -4.812
C -0.208 0.312 -5.343
C 1.561 2.071 -5.067
O 1.148 0.296 -3.430
P 2.169 0.628 -2.249
O 2.597 2.051 -2.175
O 1.512 0.022 -1.033
O 3.415 -0.349 -2.640
C 4.548 -0.558 -1.811
C 4.534 0.307 -0.556
C 4.574 -2.035 -1.401
C 5.769 -0.207 -2.673
H 2.257 -0.168 -6.549
H 1.931 -1.351 -5.267
H 3.198 -0.147 -5.032
H -0.255 0.491 -6.415
H -0.938 0.940 -4.838
H -0.460 -0.727 -5.145
H 1.551 2.267 -6.140
H 2.544 2.290 -4.656
H 0.838 2.725 -4.585
H 3.674 0.044 0.052
H 4.446 1.351 -0.838
H 5.443 0.167 0.026
H 3.656 -2.275 -0.872
H 5.425 -2.235 -0.751
H 4.640 -2.674 -2.277
H 5.705 0.839 -2.966
H 5.770 -0.819 -3.574
H 6.696 -0.370 -2.128
```

Summary:
* HOMO (alpha / beta): -3.2 / -3.2 eV
* total charge: -1



# C22H30ClHfP

A molecular structure, C22H30ClHfP (wB97M-V/def2-TZVPD, the OMol25 dataset).

```
55
Properties=species:S:1:pos:R:3
C 0.080 1.219 -3.936
C 1.493 1.649 -4.378
C -0.148 -0.274 -4.228
C -1.008 2.062 -4.629
Cl -0.056 1.628 -2.232
H -0.142 -0.384 -5.321
H -1.107 -0.618 -3.833
H 0.640 -0.901 -3.806
H 1.539 1.686 -5.467
H 2.247 0.947 -4.015
H 1.736 2.641 -3.991
H -0.924 1.953 -5.711
H -0.903 3.118 -4.368
H -1.997 1.725 -4.306
C 2.058 -1.279 0.890
C 0.847 -1.928 0.441
C 0.707 -1.618 -0.979
H 0.333 -2.720 0.972
C 1.841 -0.808 -1.355
C 2.659 -0.620 -0.215
H 3.619 -0.109 -0.205
H 2.505 -1.404 1.876
H 0.067 -2.149 -1.683
H 2.121 -0.567 -2.377
C -2.371 0.399 1.355
C -1.959 -0.978 1.447
C -1.978 -1.520 0.116
H -1.836 -1.536 2.377
C -2.310 -0.464 -0.802
C -2.569 0.719 -0.029
H -2.971 1.652 -0.425
H -2.630 1.028 2.206
H -1.890 -2.574 -0.147
H -2.532 -0.590 -1.859
Hf -0.264 0.068 0.308
C 2.257 2.053 2.146
P 0.570 1.411 2.405
C 0.833 0.068 3.640
C -0.121 2.699 3.518
C 0.649 3.186 4.588
C 0.060 3.970 5.585
C -1.299 4.283 5.521
C -2.050 3.866 4.421
C -1.455 3.127 3.391
H 2.493 2.008 1.077
H 2.998 1.457 2.692
H 2.318 3.097 2.474
H 1.905 -0.085 3.809
H 0.352 0.354 4.585
H 0.387 -0.872 3.295
H 1.714 2.954 4.655
H 0.665 4.327 6.418
H -1.770 4.856 6.326
H -3.109 4.113 4.361
H -2.022 2.884 2.495
```

Summary:
* HOMO: -14.9 eV
* total charge: +2



# C22H30F18N7O13S6

A molecular structure, C22H30F18N7O13S6 (wB97M-V/def2-TZVPD, the OMol25 dataset).

```
96
Properties=species:S:1:pos:R:3
N -0.958 -0.878 -1.371
H -0.165 -0.266 -1.236
H -1.718 -0.663 -0.742
H -0.768 -1.853 -1.189
H -1.358 -0.970 -2.294
C 1.337 -4.119 3.480
C 1.562 -5.578 2.821
C 0.673 -5.812 1.520
O 1.034 -4.801 0.640
C 0.386 -4.914 -0.568
N 3.035 -5.641 2.444
H 3.700 -5.345 3.144
H 3.324 -6.499 1.997
H 3.099 -4.971 1.691
H 1.104 -3.426 2.671
H 2.130 -3.780 4.147
H 0.369 -3.963 3.957
H 1.464 -6.397 3.534
H -0.356 -5.830 1.878
H 0.780 -6.789 1.049
H 0.820 -4.222 -1.289
H -0.667 -4.691 -0.400
H 0.372 -5.907 -1.017
C 0.748 9.334 1.340
N 0.543 7.895 1.609
C -0.099 7.145 0.690
C -0.122 5.756 0.755
C 0.423 5.215 2.004
C 0.974 6.027 3.003
C 1.047 7.409 2.771
C 0.536 3.746 2.189
C -0.235 2.761 1.572
C -0.061 1.405 1.825
N 0.902 0.999 2.679
C 1.583 1.885 3.356
C 1.472 3.222 3.057
C 0.981 -0.382 3.066
H 1.502 9.703 2.035
H -0.198 9.844 1.523
H 1.013 9.411 0.286
H -0.556 7.676 -0.132
H -0.423 5.015 0.030
H 1.115 5.702 4.023
H 1.459 8.154 3.435
H -1.028 3.033 0.891
H -0.528 0.607 1.267
H 2.261 1.503 4.105
H 2.081 3.865 3.675
H 0.841 -0.934 2.136
H 0.192 -0.560 3.796
H 2.018 -0.626 3.298
C -2.529 -4.234 -3.272
F -1.280 -4.550 -2.951
F -3.003 -5.407 -3.649
F -3.206 -3.764 -2.287
S -2.525 -2.800 -4.638
O -1.919 -3.457 -5.783
O -3.975 -2.460 -4.724
N -1.638 -1.529 -3.789
S -1.468 -0.370 -4.731
O -2.403 -0.119 -5.849
O -1.290 0.835 -3.933
C 0.247 -0.697 -5.650
F -0.054 -1.578 -6.683
F 0.735 0.414 -6.093
F 1.045 -1.336 -4.782
C 1.972 2.146 -3.154
F 1.702 1.026 -3.791
F 3.294 2.262 -3.256
F 1.349 3.138 -3.805
S 1.400 2.031 -1.256
O 2.367 2.761 -0.459
O 0.047 2.580 -1.137
N 1.442 0.282 -0.937
S 2.899 0.001 -0.548
O 3.963 0.607 -1.361
O 3.001 0.246 0.861
C 3.084 -1.884 -0.865
F 4.407 -2.166 -0.819
F 2.287 -2.519 0.048
F 2.652 -2.191 -2.089
C -2.322 -2.608 1.453
F -2.441 -3.332 2.527
F -1.002 -2.548 1.199
F -2.998 -3.147 0.409
S -2.979 -0.844 1.810
O -4.378 -1.022 2.297
O -2.172 -0.188 2.827
N -2.875 -0.199 0.176
S -4.120 0.682 0.070
O -5.334 -0.134 -0.143
O -4.173 1.716 1.082
C -3.872 1.575 -1.600
F -4.013 0.663 -2.576
F -4.832 2.488 -1.724
F -2.731 2.135 -1.576
```

Summary:
* HOMO: -10.9 eV
* total charge: +1